No. 1
Here is 3 unconnected molecules or ions with the total composition C2H11N5O in a non-equilibrium geometry from OMol25. Energies are from wB97M-V/def2-TZVPD.

The geometry in ORCA input format:
```
! wB97M-V def2-TZVPD RIJCOSX def2/J DEFGRID3
* xyz 2 1
C 0.1148 0.0715 0.9420
C 2.5266 0.2853 0.6558
N 1.3703 0.7806 0.8753
N 0.2048 -0.7221 -1.3911
N -3.3204 0.0064 -0.3076
N -0.4657 0.0322 -0.4125
N -2.3101 -0.6737 -0.1110
O 3.5119 1.1019 0.4872
H 0.1173 -1.0093 1.3546
H -0.5495 0.6463 1.6285
H 2.7326 -0.8109 0.7286
H 1.4953 1.7840 0.8393
H -0.4009 -0.8819 -2.1407
H 0.8698 -1.4356 -1.0160
H -3.5760 0.5599 0.5316
H -3.9368 0.3110 -1.1222
H -0.7062 0.9666 -0.6594
H -2.0140 -1.7447 -0.9717
H 4.3363 0.7326 0.0892
*
```

The calculation puts the strongest force on any atom at 6.24 eV/Å. For the total energy, the calculation gives -430.99233 hartree. The calculation puts the HOMO energy at -16.83 eV. As for the LUMO energy: -8.0 eV. The orbital gap comes out at 8.814 eV. The energy above the lowest of the compared OMol25 structures with the same formula, charge and spin is 102.9 kcal per mole.

Here are the Mulliken charges for atoms 1 to 6, given in e:
1 C -0.56
2 C 0.27
3 N -0.08
4 N -0.58
5 N -0.15
6 N 0.02

No. 2
Here is 10 unconnected molecules or ions with the total composition C29H79F6N7O10 in a non-equilibrium geometry from OMol25. Energies are from wB97M-V/def2-TZVPD.

The geometry in ORCA input format:
```
! wB97M-V def2-TZVPD RIJCOSX def2/J DEFGRID3
* xyz 1 2
N 21.0331 17.8172 -11.1181
H 20.6417 18.1816 -11.9748
H 21.0770 18.6306 -10.5209
H 21.9571 17.4093 -11.1270
H 20.3664 17.1914 -10.6892
N 20.0305 21.7289 -11.5516
H 19.0806 21.8650 -11.2366
H 20.0773 20.9563 -12.2004
H 20.5831 21.4082 -10.7695
H 20.4346 22.6061 -11.8472
C 20.2572 18.9267 -14.3322
O 21.1802 17.9247 -14.0753
O 19.8680 19.4474 -13.0728
C 20.7982 20.0373 -15.3817
F 21.4573 19.5302 -16.4145
F 19.8979 20.8162 -15.8502
F 21.7625 20.8453 -14.8317
C 21.6430 17.0386 -15.0595
C 22.6139 16.0896 -14.3543
H 23.6301 16.4633 -14.2285
H 22.3627 15.6633 -13.3831
H 22.6496 15.0952 -14.7994
H 22.2086 17.5166 -15.8593
H 20.7835 16.5750 -15.5439
H 19.4615 18.3683 -14.8253
C 22.8412 20.7527 -9.7386
O 23.4290 20.1120 -10.9116
O 21.5155 20.2301 -9.6078
C 23.7189 20.3296 -8.6017
F 24.1914 19.0500 -8.8098
F 24.7881 21.1904 -8.5775
F 23.2809 20.4056 -7.3259
C 24.1118 20.9210 -11.8347
C 24.5817 19.8312 -12.9000
H 23.7464 19.2882 -13.3422
H 25.1131 20.3275 -13.7120
H 25.0658 18.9672 -12.4448
H 25.0341 21.2823 -11.3797
H 23.5068 21.7239 -12.2558
H 22.8436 21.8286 -9.9132
C 17.7889 22.9839 -14.9172
O 17.3262 22.1052 -13.8642
H 18.4632 23.6727 -14.4083
H 18.2493 22.4462 -15.7461
H 16.8680 23.4176 -15.3069
H 16.7748 22.6489 -13.2968
C 25.3355 11.9097 -12.6934
C 25.3410 11.3931 -14.2009
C 26.1901 12.3754 -15.1338
O 25.7414 13.7205 -14.9693
C 26.4708 14.6286 -15.7507
N 26.0340 10.1254 -14.1798
H 24.7880 12.8487 -12.7753
H 26.3423 12.1030 -12.3232
H 24.9162 11.2223 -11.9587
H 24.2949 11.4038 -14.5067
H 26.0831 12.0316 -16.1626
H 27.2554 12.2541 -14.9377
H 27.4912 14.5588 -15.3738
H 26.0862 15.6370 -15.5981
H 26.2985 14.4445 -16.8111
H 25.5540 9.5752 -13.4820
H 26.9332 10.2700 -13.7431
C 23.4282 25.3851 -13.2766
C 22.9440 24.2869 -12.3315
C 22.2932 24.9371 -11.0866
O 23.2558 25.8070 -10.4480
C 22.9681 25.9925 -9.0540
N 21.8909 23.5632 -13.0928
H 24.1066 26.0820 -12.7844
H 22.5732 26.0188 -13.5119
H 23.9648 25.0810 -14.1753
H 23.7353 23.7063 -11.8573
H 22.0350 24.1501 -10.3779
H 21.3242 25.3705 -11.3340
H 22.1086 26.6226 -8.8255
H 23.8199 26.5520 -8.6675
H 22.8254 25.1078 -8.4335
H 21.3981 24.1800 -13.7227
H 22.2972 22.8749 -13.7104
C 23.5562 14.9051 -18.9572
C 22.4181 14.8885 -20.0026
C 21.3340 15.8368 -19.5129
O 20.5975 15.2538 -18.4454
C 19.4890 15.9522 -18.2003
N 22.8023 15.1238 -21.3963
H 23.7302 15.9176 -18.5928
H 24.4408 14.5461 -19.4831
H 23.3317 14.1898 -18.1660
H 22.1035 13.8530 -19.8728
H 20.6596 15.9948 -20.3545
H 21.6513 16.8716 -19.3840
H 18.8622 15.2795 -17.6149
H 18.8550 16.2544 -19.0339
H 19.7645 16.8240 -17.6068
H 22.9658 14.2216 -21.8201
H 22.0506 15.3788 -22.0208
C 20.6308 12.3604 -13.9305
C 19.2818 11.7214 -14.1386
C 19.0624 11.2197 -15.5801
O 17.7269 10.5653 -15.7668
C 17.6107 9.6702 -16.8197
N 19.2125 10.7199 -13.0163
H 20.7413 12.8462 -12.9610
H 20.7984 13.2308 -14.5650
H 21.4850 11.7191 -14.1479
H 18.5334 12.5021 -14.0028
H 19.8651 10.4866 -15.6594
H 19.1921 12.0201 -16.3086
H 16.6561 9.1543 -16.7158
H 18.3284 8.8509 -16.7767
H 17.7625 10.1251 -17.7985
H 20.0536 10.1667 -13.0976
H 18.3423 10.2515 -13.2246
C 26.1617 16.6440 -11.3349
C 24.8309 16.1227 -10.5994
C 25.0315 15.8903 -9.0860
O 26.0727 14.9791 -8.6860
C 26.5884 15.0705 -7.3318
N 23.7294 17.0126 -10.8309
H 27.0076 16.0296 -11.0267
H 26.3341 17.6934 -11.0958
H 26.0297 16.6551 -12.4168
H 24.5819 15.2118 -11.1436
H 24.1097 15.7624 -8.5185
H 25.3218 16.9048 -8.8131
H 27.5180 14.5026 -7.2940
H 25.8372 14.6531 -6.6614
H 26.8874 16.1092 -7.1918
H 23.8599 17.3996 -11.7547
H 23.8328 17.8839 -10.3306
*
```

The calculation puts the strongest force on any atom at 4.88 eV/Å. For the total energy, the calculation gives -2886.66330 hartree. The calculation puts the HOMO energy (spin up / spin down) at -10.64 / -10.64 eV. Its expectation value of S² is 0.755. As for the LUMO energy (spin up / spin down): -2.3 / -7.2 eV. The orbital gap (spin up / spin down) comes out at 8.358 / 3.419 eV.

Here are the Mulliken charges for atoms 1 to 6, given in e:
1 N 0.02
2 H 0.22
3 H 0.26
4 H 0.48
5 H 0.44
6 N 0.06

No. 3
Here is 9 unconnected molecules or ions with the total composition C34H91N9O14 in a non-equilibrium geometry from OMol25. Energies are from wB97M-V/def2-TZVPD.

The geometry in ORCA input format:
```
! wB97M-V def2-TZVPD RIJCOSX def2/J DEFGRID3
* xyz 0 1
C 4.6012 -8.0396 -2.0382
O 4.7147 -6.7901 -2.7025
C 5.8020 -6.7256 -3.6126
C 6.5906 -5.4338 -3.3904
N 5.8405 -4.2359 -3.7741
C 6.6521 -3.0336 -3.5365
C 5.8850 -1.7716 -3.8991
O 4.9822 -1.4448 -2.8680
C 4.0802 -0.4257 -3.1788
H 3.7722 -7.9040 -1.3435
H 5.4908 -8.3075 -1.4655
H 4.3079 -8.7904 -2.7766
H 5.4459 -6.7833 -4.6444
H 6.4663 -7.5797 -3.4549
H 7.5436 -5.4525 -3.9223
H 6.7905 -5.3689 -2.3107
H 5.1190 -4.1835 -3.0573
H 7.5698 -3.0322 -4.1302
H 7.0017 -3.0518 -2.4952
H 5.3468 -1.9645 -4.8318
H 6.6327 -0.9798 -4.0276
H 3.5134 -0.6463 -4.0982
H 4.4938 0.5799 -3.2954
H 3.2739 -0.5340 -2.4501
C 3.6896 4.3692 -5.2765
O 2.3431 3.9513 -5.3294
C 1.7104 4.0724 -4.0893
C 0.3785 3.3405 -4.0251
N 0.5189 1.9134 -3.7773
C 1.0649 1.4738 -2.4603
C 0.0622 1.6974 -1.3284
O -0.7434 0.5381 -1.2794
C -1.9044 0.7217 -0.4752
H 4.2769 3.6131 -4.7421
H 3.7704 5.2823 -4.6759
H 4.1245 4.5333 -6.2574
H 1.5521 5.1267 -3.8293
H 2.2944 3.6678 -3.2522
H -0.1104 3.4172 -4.9997
H -0.2980 3.7763 -3.2768
H -0.3861 1.4468 -3.8771
H 2.0543 1.9244 -2.3693
H 1.2880 0.4223 -2.6479
H -0.4953 2.6224 -1.5087
H 0.6175 1.8920 -0.4015
H -2.4768 1.5738 -0.8552
H -1.5934 0.8393 0.5669
H -2.5127 -0.1746 -0.6034
C 0.0251 3.7528 1.8089
O -0.0202 4.9590 2.5003
C -0.2243 4.7855 3.8746
C -0.4722 6.1260 4.5615
N -1.7324 6.7764 4.1979
C -1.8489 8.0024 4.9833
C -3.2099 8.6488 4.9346
O -3.5166 8.9814 3.5853
C -4.5099 9.9734 3.5391
H 0.8402 3.1157 2.1858
H 0.1885 3.8661 0.7384
H -0.8509 3.1003 1.9357
H 0.6218 4.2720 4.3457
H -1.1373 4.1986 4.0499
H 0.3748 6.8142 4.4301
H -0.4768 5.8805 5.6275
H -1.7653 6.8633 3.1924
H -1.1247 8.7469 4.6218
H -1.5494 7.8006 6.0118
H -3.0580 9.5763 5.5027
H -4.0379 8.0754 5.3572
H -4.6816 10.3355 2.5283
H -4.2348 10.8400 4.1549
H -5.4580 9.6276 3.9703
C -3.1303 2.4502 -4.1173
O -2.2607 1.3275 -4.1331
C -2.8751 0.3090 -4.9335
C -1.9260 -0.8841 -4.8800
N -1.7664 -1.3677 -3.5440
C -0.6870 -2.3350 -3.4298
C -0.5042 -2.8001 -1.9930
O 0.8470 -3.1067 -1.6961
C 1.5141 -4.0089 -2.5563
H -2.6118 3.3188 -3.7150
H -4.0074 2.2547 -3.4917
H -3.4806 2.7346 -5.1133
H -3.1131 0.5556 -5.9722
H -3.8294 0.1101 -4.4291
H -0.9822 -0.5579 -5.3451
H -2.3254 -1.6559 -5.5450
H -1.6239 -0.6495 -2.8481
H 0.2348 -1.8940 -3.8380
H -0.8490 -3.2387 -4.0265
H -1.1635 -3.6637 -1.8511
H -0.8067 -2.0094 -1.3039
H 1.4225 -3.7854 -3.6215
H 1.1656 -5.0420 -2.4499
H 2.5603 -3.9589 -2.2648
C -7.1629 -6.0958 2.1003
O -7.0373 -6.2405 3.4968
C -5.6924 -6.4204 3.9027
C -4.8811 -5.1604 3.7152
N -3.5534 -5.3210 4.3228
C -2.8042 -4.0669 4.4724
C -2.2368 -3.5893 3.1189
O -3.3300 -3.0641 2.3606
C -3.0422 -2.6126 1.0514
H -7.0416 -5.0574 1.7747
H -8.2017 -6.2798 1.8159
H -6.5276 -6.7814 1.5376
H -5.2632 -7.2686 3.3613
H -5.6775 -6.6279 4.9771
H -5.4185 -4.2912 4.1165
H -4.6792 -5.0019 2.6573
H -3.7311 -5.6481 5.2713
H -1.9978 -4.3105 5.1643
H -3.4864 -3.3232 4.9048
H -1.6358 -4.3219 2.5766
H -1.5628 -2.7479 3.3215
H -3.9717 -2.2500 0.6046
H -2.7244 -3.4638 0.4449
H -2.4089 -1.7203 1.0243
N -2.2849 0.2848 3.4365
C -2.0784 1.6066 3.6706
N -3.1705 2.2943 4.0842
O -0.9712 2.1525 3.5498
H -3.1516 -0.1536 3.6827
H -1.5109 -0.2750 3.0878
H -3.0463 3.2753 4.2530
H -3.9712 1.7804 4.3939
N 1.2836 -0.7116 0.4448
C 0.7150 -0.0939 1.5146
N 0.9104 1.2437 1.5907
O 0.1432 -0.7452 2.3969
H 0.9173 -1.6269 0.2406
H 1.7024 -0.1317 -0.2574
H 1.4208 1.7748 0.9079
H 0.3320 1.7358 2.2692
C 2.3308 -2.6756 4.6620
O 3.6703 -3.0892 4.4658
H 2.1945 -2.0695 5.5620
H 1.9316 -2.0894 3.8297
H 1.6830 -3.5495 4.7351
H 4.1296 -2.4191 3.9559
C 3.8187 2.7030 0.7664
O 2.7248 3.3985 0.2197
H 3.8877 2.7530 1.8550
H 3.7104 1.6509 0.4839
H 4.7762 2.9407 0.2890
H 2.8867 4.3380 0.3500
*
```

The calculation puts the strongest force on any atom at 2.07 eV/Å. As for the SMILES: COCCNCCOC.COCCNCCOC.COCCNCCOC.COCCNCCOC.COCCNCCOC.NC(N)=O.NC(N)=O.CO.CO. For the total energy, the calculation gives -2895.94115 hartree. The calculation puts the HOMO energy at -8.27 eV. As for the LUMO energy: 0.5 eV. The orbital gap comes out at 8.781 eV. The energy above the lowest of the compared OMol25 structures with the same formula, charge and spin is 0.0 kcal per mole.

Here are the Mulliken charges for atoms 1 to 6, given in e:
1 C -0.80
2 O -0.25
3 C -0.69
4 C -0.58
5 N -0.38
6 C -0.61

No. 4
Here is C4H8N4 in the gas phase in a non-equilibrium geometry from OMol25. Energies are from wB97M-V/def2-TZVPD.

The geometry in ORCA input format:
```
! wB97M-V def2-TZVPD RIJCOSX def2/J DEFGRID3
* xyz 0 1
H -1.9086 1.5754 0.7954
N -1.0302 1.0922 0.9818
C -0.8443 0.0441 0.3077
C -1.8286 -0.5691 -0.6574
C 0.3762 -0.8501 0.7159
N 1.4667 -0.1574 1.1127
C 2.0912 0.7381 0.4708
N 1.8236 1.1580 -0.7824
N 0.3379 -2.1152 0.7202
H -0.5740 -2.5190 0.5211
H -2.4388 0.2088 -1.1150
H -2.4989 -1.2421 -0.1181
H -1.3190 -1.1416 -1.4315
H 2.8528 1.2981 1.0022
H 2.4442 1.8016 -1.2520
H 1.0499 0.6782 -1.2715
*
```

The calculation puts the strongest force on any atom at 1.99 eV/Å. As for the SMILES: [H]/N=C(C)/C(/N=C\N)=N\[H]. For the total energy, the calculation gives -376.20636 hartree. The calculation puts the HOMO energy at -9.00 eV. As for the LUMO energy: 0.7 eV. The orbital gap comes out at 9.696 eV. The energy above the lowest of the compared OMol25 structures with the same formula, charge and spin is 26.4 kcal per mole.

Here are the Mulliken charges for atoms 1 to 6, given in e:
1 H 0.25
2 N -0.58
3 C 0.58
4 C -1.52
5 C 0.60
6 N -0.48